# 1
The following is a quantum chemistry calculation of a single C10H22N2O3 molecule, from the Open Molecules 2025 dataset.

```
37
Properties=species:S:1:pos:R:3:forces:R:3
C 3.460544 2.285326 0.635458 0.19 -0.16 0.04
C 4.205351 1.035152 0.179165 -0.11 0.15 -0.18
C 3.487713 0.275881 -0.945738 0.12 -0.21 0.16
C 2.661118 -0.919927 -0.471529 -0.30 0.13 0.04
C 1.477134 -0.532733 0.418077 0.29 -0.04 -0.11
O 0.686721 -1.649647 0.791553 -0.02 -0.05 0.13
C -0.252190 -2.091140 -0.153557 -0.26 0.02 -0.13
C -1.538447 -1.241610 -0.184383 0.59 0.16 0.57
O -2.467918 -1.787919 -1.105289 -0.15 -0.29 -0.13
C -2.177473 -1.195769 1.204810 -0.02 0.08 -0.45
C -3.546345 -0.505468 1.214260 0.25 0.03 0.05
C -3.468368 0.867304 0.578825 -0.44 -0.20 -0.10
O -3.175335 1.890316 1.168935 0.24 0.19 0.24
N -3.763820 0.863483 -0.742035 -0.29 0.19 -0.51
N -3.542584 2.013641 -1.535790 0.01 0.06 0.07
H 3.357932 2.986278 -0.190395 -0.05 0.09 -0.06
H 2.467442 2.044378 1.003536 -0.16 0.04 0.05
H 4.010063 2.779931 1.433423 -0.03 0.11 0.09
H 5.193902 1.339780 -0.171377 0.03 -0.06 0.08
H 4.355637 0.367247 1.029162 0.10 -0.06 0.04
H 4.230845 -0.103119 -1.650747 -0.06 0.05 -0.06
H 2.842856 0.966481 -1.493661 0.00 0.04 -0.12
H 2.285737 -1.449947 -1.350952 0.00 -0.06 0.02
H 3.296910 -1.614179 0.081245 0.01 -0.06 0.00
H 0.866707 0.231132 -0.079054 0.02 0.03 0.05
H 1.838675 -0.129171 1.365874 -0.04 0.13 -0.10
H -0.513311 -3.111364 0.144460 -0.05 0.06 -0.14
H 0.181885 -2.125478 -1.165027 -0.02 -0.03 0.03
H -1.283219 -0.216052 -0.497741 -0.04 -0.12 0.08
H -2.011680 -1.984000 -1.930855 -0.01 0.02 -0.01
H -1.489221 -0.672639 1.868719 0.00 -0.05 0.02
H -2.297727 -2.217201 1.568724 0.05 -0.05 0.06
H -4.264537 -1.119638 0.671581 -0.05 0.00 0.05
H -3.874513 -0.388698 2.247033 -0.09 0.05 -0.09
H -3.776262 -0.011313 -1.251254 0.17 0.14 0.17
H -3.022536 2.667097 -0.944938 -0.15 -0.18 -0.10
H -4.441674 2.453589 -1.740501 0.23 -0.14 0.23
```
Forces are in eV/Å.

Properties
relative energy (zero: lowest compared OMol25 entry of this formula, charge and spin) = 20.0 kJ/mol
E = -19849.017 eV
SMILES = CCCCCOC[C@@H](O)CCC(=O)NN
E_LUMO = 0.631 eV
gap between HOMO and LUMO = 9.712 eV

How is the electron density shared among the atoms? According to natural (NBO), the charges in e are: -0.603 -0.401 -0.397 -0.419 -0.065 -0.535 -0.076 0.067 -0.738 -0.405 -0.491 0.650 -0.643 -0.472 -0.660 0.202 0.200 0.210 0.203 0.195 0.210 0.195 0.198 0.204 0.162 0.191 0.194 0.156 0.161 0.476 0.232 0.211 0.220 0.237 0.408 0.375 0.350


# 2
The following is a quantum chemistry calculation of 2 unconnected molecules or ions with the total composition C5H8N2 in a non-equilibrium geometry, from the Open Molecules 2025 dataset.

```
15
Properties=species:S:1:pos:R:3:forces:R:3
C -2.048655 0.098119 0.275918 -0.03 -0.02 0.05
C -0.734549 -0.271646 -0.363380 -0.35 -0.19 -0.10
C 0.354886 0.700556 -0.538771 -0.02 0.27 0.09
C 0.571711 2.069944 -0.707171 0.15 1.15 -0.13
N 0.727306 3.208204 -0.907930 -0.14 -1.32 0.25
N 0.491946 -0.206902 0.430524 0.42 -0.31 0.31
C 1.284708 -0.993887 1.094373 -0.34 0.36 -0.07
H -1.929421 0.972882 0.922166 -0.01 -0.16 -0.05
H -2.751454 0.364325 -0.521014 0.08 -0.05 0.13
H -2.479306 -0.727672 0.847870 0.03 0.06 -0.04
H -0.748134 -1.144152 -1.027953 -0.06 0.23 -0.03
H 1.874724 -0.427611 -1.312304 0.32 -0.27 -0.20
H 2.192737 -1.025207 -0.952847 0.17 0.00 -0.35
H 0.922759 -1.971109 1.386512 -0.07 0.19 0.09
H 2.270736 -0.645839 1.374014 -0.17 0.05 0.04
```
Forces are in eV/Å.

Properties
relative energy (zero: lowest compared OMol25 entry of this formula, charge and spin) = 490.1 kJ/mol
E = -8289.917 eV
E_LUMO (spin up / spin down) = 0.232 / 0.232 eV
gap between HOMO and LUMO (spin up / spin down) = 8.335 / 8.336 eV

How is the electron density shared among the atoms? According to natural (NBO), the charges in e are: -0.638 -0.012 -0.117 0.230 -0.325 -0.200 -0.182 0.226 0.231 0.218 0.191 0.003 -0.044 0.206 0.213


# 3
The following is a quantum chemistry calculation of 2 unconnected molecules or ions with the total composition C5H9N2S2, from the Open Molecules 2025 dataset.

```
18
Properties=species:S:1:pos:R:3:forces:R:3
C -1.807277 -0.376046 1.239068 0.15 0.37 0.07
C -1.148896 -1.438486 0.607496 0.48 0.31 -0.05
C -1.131061 0.788600 1.459294 -0.49 -0.43 0.00
C 0.170142 -1.317452 0.220077 -0.28 0.00 0.03
C 0.843360 -0.084534 0.452981 -0.23 -0.60 0.34
N 2.122074 0.108018 0.138354 0.27 0.15 0.14
N 0.161896 0.898950 1.067078 0.11 0.07 -0.01
S 1.081368 -2.595216 -0.560159 0.17 0.01 -0.11
S 0.297479 1.311775 -2.146813 -0.02 -0.04 0.06
H -2.834366 -0.476630 1.543541 -0.10 0.07 0.07
H -1.686828 -2.357435 0.426318 0.02 -0.08 -0.02
H -1.572597 1.643936 1.942089 0.07 0.12 0.00
H 2.647435 -0.604923 -0.340157 0.00 0.06 -0.01
H 2.546128 1.015996 0.239390 0.09 -0.11 -0.05
H -0.852221 1.090066 -2.772075 -0.30 0.00 -0.15
H 0.632534 1.784596 1.221093 -0.08 -0.11 -0.02
H 0.142473 -3.539297 -0.438568 -0.02 0.01 0.03
H 0.816538 1.963475 -3.176169 0.16 0.20 -0.32
```
Forces are in eV/Å.

Properties
relative energy (zero: lowest compared OMol25 entry of this formula, charge and spin) = 0.0 kJ/mol
E = -29975.642 eV
total charge = +1
E_LUMO = -4.014 eV
gap between HOMO and LUMO = 8.562 eV

How is the electron density shared among the atoms? According to natural (NBO), the charges in e are: -0.254 -0.117 0.058 -0.224 0.448 -0.748 -0.462 0.091 -0.340 0.259 0.245 0.247 0.435 0.417 0.169 0.438 0.164 0.175


# 4
The following is a quantum chemistry calculation of a molecular structure, C3H7NO in a non-equilibrium geometry, from the Open Molecules 2025 dataset.

```
12
Properties=species:S:1:pos:R:3:forces:R:3
C -1.034157 0.656745 0.058627 0.61 1.92 -1.29
C 0.451193 0.670865 -0.011419 2.29 1.30 0.37
C 1.274890 -0.326709 -0.770745 0.76 2.93 3.67
H -2.559982 -0.486226 -0.476237 5.22 -2.09 2.02
H -1.225875 1.125515 1.058415 -0.67 -0.70 -0.71
H -1.400295 1.552465 -0.803927 0.42 -3.11 2.13
H 0.892137 1.763182 -0.107193 -0.92 -2.14 0.90
H 0.609513 -0.982652 -1.227968 -0.06 -1.62 -1.15
H 2.257110 0.176272 -1.113834 -1.75 -1.82 0.33
H 0.548407 -0.967315 1.225445 -2.06 -2.12 0.35
N 1.153850 -0.299249 0.896188 2.53 3.53 -4.35
O -1.418690 -0.761489 -0.060849 -6.39 3.90 -2.27
```
Forces are in eV/Å.

Properties
relative energy (zero: lowest compared OMol25 entry of this formula, charge and spin) = 498.7 kJ/mol
E = -6757.582 eV
E_LUMO = 0.279 eV
gap between HOMO and LUMO = 9.587 eV

How is the electron density shared among the atoms? According to natural (NBO), the charges in e are: -0.104 -0.117 -0.292 0.478 0.187 0.166 0.191 0.223 0.227 0.348 -0.595 -0.713


# 5
The following is a quantum chemistry calculation of a molecular structure, C22H25ClNO5Tm in a non-equilibrium geometry, from the Open Molecules 2025 dataset.

```
55
Properties=species:S:1:pos:R:3:forces:R:3
C -1.929676 1.863682 -2.188491 -0.45 -1.22 -0.50
C -0.830508 1.001104 -2.443139 -0.71 -0.16 -0.09
C -1.001397 -0.172463 -1.662277 -0.20 0.12 0.17
H -0.044999 1.170619 -3.177545 -0.21 -0.01 0.32
C -2.195682 -0.030552 -0.896333 0.10 0.45 -0.47
C -2.768126 1.237209 -1.210442 0.04 -0.93 -1.02
H -2.662905 -0.794959 -0.279825 0.16 0.26 -0.13
C 1.074492 3.877007 -0.068745 0.89 -0.33 -0.10
C 1.240872 3.160737 -1.296185 0.13 0.40 0.43
C 1.817545 1.897004 -0.998838 0.16 0.20 0.76
H 1.023319 3.547581 -2.291964 0.05 -0.11 0.37
C 2.005373 1.819407 0.414952 -0.72 0.58 -0.73
C 1.540105 3.047239 0.994320 -0.09 -0.15 -0.52
H -0.406972 -1.081915 -1.738579 0.03 0.31 0.20
H -3.767168 1.549732 -0.931835 0.43 0.03 0.11
H -2.177299 2.753110 -2.762061 0.25 -0.09 0.46
H 1.584835 3.306864 2.055927 -0.13 -0.08 -0.47
H 2.138406 1.131077 -1.706129 -0.35 0.28 0.18
H 0.759268 4.916372 0.034834 -0.07 -0.49 -0.09
Tm -0.653431 1.922330 -0.005666 1.48 0.18 -2.42
C 2.184712 0.532529 1.180217 -0.07 -0.02 0.13
C 2.840476 0.798617 2.544927 0.04 -0.08 0.02
C 2.980844 -0.509777 0.391579 0.22 -0.12 0.02
H 3.727058 1.436355 2.411577 -0.28 -0.18 0.00
H 3.174144 -0.142101 3.002884 -0.16 0.18 -0.02
H 2.149374 1.288614 3.241650 0.19 -0.08 -0.17
H 3.962842 -0.109357 0.103893 -0.23 -0.08 0.11
H 2.463890 -0.832407 -0.522155 0.08 0.14 0.18
H 3.142466 -1.399812 1.013492 -0.02 0.12 -0.15
C 0.706887 0.044961 1.289944 -0.41 -0.50 0.60
C 0.337024 -0.867600 2.441941 -0.94 1.56 0.37
H 0.418926 -0.423487 0.327998 0.04 0.37 0.35
H 0.054569 0.925630 1.583696 0.97 -1.15 0.46
O 0.070992 -0.294998 3.492339 0.73 -1.53 -0.35
N 0.192033 -2.221758 2.151054 0.18 -0.40 0.92
C -1.049873 -2.590817 1.433203 0.06 0.14 0.05
H 0.295731 -2.771870 2.998914 -0.20 0.18 -0.03
C -0.792439 -3.253831 0.105029 0.14 -0.27 -0.33
C -1.895869 -3.640456 -0.665492 0.33 0.04 -0.16
H -2.897708 -3.495725 -0.253878 0.20 -0.01 -0.24
C -1.709671 -4.194141 -1.932033 0.13 0.01 0.20
H -2.579535 -4.468872 -2.531208 0.30 0.05 0.14
C -0.412099 -4.400187 -2.419516 0.07 0.12 0.18
H -0.265821 -4.840673 -3.408179 -0.04 0.16 0.32
C 0.693825 -4.056088 -1.632307 -0.33 0.03 0.19
H 1.708429 -4.235981 -1.993011 -0.32 0.04 0.06
C 0.505014 -3.486409 -0.362593 -0.23 -0.12 -0.30
H 1.354796 -3.237465 0.278668 -0.31 -0.02 -0.32
H -1.674923 -1.690499 1.280011 0.30 -0.37 0.11
H -1.640946 -3.263707 2.077857 0.22 0.28 -0.19
O -3.916406 3.548237 0.047487 0.73 0.71 0.55
Cl -2.611215 3.904393 0.506484 0.26 -0.06 -0.04
O -1.626107 3.873468 -0.641912 -1.53 0.80 1.90
O -2.537080 5.157355 1.166653 -0.20 -0.55 -0.19
O -2.100391 2.796675 1.448807 -0.69 1.39 -0.89
```
Forces are in eV/Å.

Properties
E = -76993.053 eV
E_LUMO (spin up / spin down) = 0.443 / 0.446 eV
multiplicity = 3
gap between HOMO and LUMO (spin up / spin down) = 8.789 / 8.813 eV
expectation value of S² = 2.00

How is the electron density shared among the atoms? According to natural (NBO), the charges in e are: -0.332 -0.262 -0.355 0.227 -0.345 -0.366 0.230 -0.294 -0.354 -0.284 0.242 -0.109 -0.370 0.241 0.264 0.250 0.247 0.230 0.249 1.391 -0.025 -0.619 -0.613 0.226 0.211 0.231 0.227 0.211 0.213 -0.483 0.717 0.280 0.162 -0.558 -0.682 -0.249 0.396 0.042 -0.248 0.213 -0.186 0.219 -0.222 0.219 -0.205 0.218 -0.260 0.233 0.210 0.221 -0.750 2.496 -0.785 -0.737 -0.819


Question: Number 5 is which compound?
Answer: C22H25ClNO5Tm


Question: What is the E in the second record?
Answer: -8289.917 eV


Question: What is the E in the fourth record?
Answer: -6757.582 eV